{
  "formula": "C19H27IrN2O7P",
  "method": "wB97M-V/def2-TZVPD",
  "e_homo_ev": [-21.22, -22.12],
  "total_charge": 4,
  "s_squared": 8.7744,
  "multiplicity": 6,
  "total_energy_ev": -49538.02598,
  "species": ["Ir", "O", "C", "O", "C", "C", "C", "C", "C", "N", "C", "O", "O", "H", "H", "H", "H", "H", "N", "C", "C", "C", "C", "C", "C", "H", "H", "H", "H", "H", "H", "H", "C", "C", "O", "P", "O", "C", "C", "O", "C", "C", "H", "H", "H", "H", "H", "H", "H", "H", "H", "H", "H", "H", "H", "H", "H"],
  "xyz": [[-0.43, 0.21, 0.10], [-4.08, -1.34, -1.50], [-2.96, -1.10, -0.92], [-2.40, 0.01, -0.87], [-2.32, -2.26, -0.24], [-2.81, -3.55, -0.22], [-2.07, -4.51, 0.48], [-0.90, -4.13, 1.13], [-0.49, -2.81, 1.06], [-1.19, -1.90, 0.37], [0.71, -2.20, 1.71], [1.56, -2.86, 2.41], [0.88, -0.98, 1.56], [-4.48, -0.58, -1.96], [-3.73, -3.80, -0.73], [-2.41, -5.54, 0.51], [-0.34, -4.87, 1.68], [1.40, -3.81, 2.54], [-0.74, 1.46, 2.21], [-2.02, 1.77, 2.74], [-2.79, 0.74, 3.37], [-3.96, 1.07, 3.97], [-4.44, 2.41, 3.90], [-3.64, 3.44, 3.31], [-2.47, 3.11, 2.70], [-0.19, 2.31, 2.10], [-0.22, 0.80, 2.79], [-2.41, -0.27, 3.40], [-4.55, 0.32, 4.49], [-5.44, 2.65, 4.26], [-3.97, 4.47, 3.36], [-1.87, 3.88, 2.23], [0.90, 1.19, -4.48], [0.71, 2.14, -3.33], [1.56, 1.78, -2.16], [1.60, 0.61, -1.18], [2.79, 0.84, -0.24], [3.28, 2.10, 0.40], [4.57, 2.52, -0.26], [1.77, -0.74, -1.87], [2.91, -1.73, -1.83], [3.47, -1.87, -3.22], [0.39, 1.59, -5.35], [0.49, 0.20, -4.28], [1.96, 1.08, -4.73], [-0.33, 2.21, -3.00], [1.04, 3.14, -3.58], [3.43, 1.84, 1.44], [2.52, 2.87, 0.31], [5.35, 1.78, -0.10], [4.90, 3.46, 0.18], [4.45, 2.65, -1.34], [2.48, -2.66, -1.47], [3.65, -1.37, -1.12], [2.69, -2.06, -3.95], [4.16, -2.71, -3.23], [4.01, -0.97, -3.53]]
}